This record from OMol25 describes 2 unconnected molecules or ions with the total composition C10H18BF3O5PS2 in a non-equilibrium geometry. The level of theory is ωB97M-V/def2-TZVPD.

Values from the calculation:
Charge: -1
Max |F|: 3.3 eV/Å
Gap between HOMO and LUMO: 7.06 eV
E_LUMO: 1.11 eV

Last columns: bonded neighbours and bond lengths (Å).
Geometry (Å):
1 H 2.91550 -2.81098 2.05928  C28 1.142
2 B -2.87174 -1.90337 -1.30612  P4 1.924, C29 1.617, H40 1.195
3 H 0.54594 -1.17808 2.43394  C9 1.132
4 P -1.80981 -3.29879 -2.09842  B2 1.924, H5 1.428, H6 1.447, S35 1.980
5 H -2.20150 -3.51510 -3.45424  P4 1.428
6 H -0.41618 -2.91049 -2.14010  P4 1.447
7 H -1.42878 -0.65567 1.78169  C13 1.139
8 H 0.18761 1.70191 -0.34105  C15 1.130
9 C 0.73306 -2.22046 2.03489  H3 1.132, C28 1.596, H30 1.137, C32 1.615
10 O -0.30094 5.34898 -1.54384  S18 1.458
11 H 0.83145 0.35840 -3.13971  C19 1.122
12 C 0.97292 6.12088 0.64344  S18 1.858, F22 1.352, F33 1.352, F36 1.351
13 C -1.31969 -1.20564 0.78972  H7 1.139, H21 1.134, C29 1.607, C32 1.592
14 C 1.67977 -0.48377 -1.09832  C19 1.579, O20 1.394, O23 1.236
15 C 0.03313 1.46181 -1.43453  H8 1.130, C19 1.400, H39 1.124
16 H 3.79402 -1.01854 0.43886  C31 1.142
17 H 2.04297 -3.02016 0.43884  C28 1.131
18 S -0.54037 5.34462 -0.10542  O10 1.458, C12 1.858, O24 1.457, O37 1.460
19 C 0.82118 0.46547 -2.02245  H11 1.122, C14 1.579, C15 1.400
20 O 1.85705 -0.07266 0.22218  C14 1.394, C31 1.444
21 H -0.73501 -0.54541 0.07670  C13 1.134
22 F 0.90986 6.19355 1.99160  C12 1.352
23 O 2.15735 -1.49990 -1.61560  C14 1.236
24 O -1.64700 6.20164 0.29766  S18 1.457
25 H 2.98803 -0.39367 1.93069  C31 1.143
26 H -1.13703 -3.36473 1.46638  C32 1.136
27 H -3.31901 -0.42063 0.28411  C29 1.145
28 C 2.16377 -2.34434 1.33799  H1 1.142, C9 1.596, H17 1.131, C31 1.594
29 C -2.81173 -1.44612 0.24346  B2 1.617, C13 1.607, H27 1.145, H38 1.140
30 H 0.73289 -2.94824 2.90816  C9 1.137
31 C 2.77339 -0.92514 0.94232  H16 1.142, O20 1.444, H25 1.143, C28 1.594
32 C -0.48840 -2.54173 1.02853  C9 1.615, C13 1.592, H26 1.136, H34 1.132
33 F 2.10464 5.43824 0.35870  C12 1.352
34 H -0.03478 -2.93674 0.06930  C32 1.132
35 S -2.00887 -4.98727 -1.08273  P4 1.980
36 F 1.17988 7.38409 0.21069  C12 1.351
37 O -0.60632 4.00268 0.46634  S18 1.460
38 H -3.39451 -2.12903 0.94602  C29 1.140
39 H -0.71061 2.08438 -2.00223  C15 1.124
40 H -3.64213 -1.32999 -2.01673  B2 1.195